# 1
This record from the OMol25 dataset describes a structure of composition C38H34N6O5V. The level of theory is the ωB97M-V functional and the def2-TZVPD basis.

For the HOMO energy (alpha / beta), the calculation gives -9.96 / -9.96 eV. The total energy comes out at -84817.263 eV.

```
! RIJCOSX wB97M-V def2-TZVPD def2/J DEFGRID3
* xyz 1 3
V -0.21 0.01 0.08
C -3.90 -7.05 0.00
O -3.52 -5.72 0.31
C -4.25 -5.05 1.25
C -5.33 -5.58 1.94
C -5.98 -4.80 2.89
C -5.55 -3.52 3.17
C -4.46 -2.99 2.49
C -3.82 -3.74 1.51
N -2.69 -3.31 0.77
C -2.30 -2.05 0.49
N -3.24 -1.10 0.50
C -3.13 0.31 0.49
C -1.93 1.01 0.37
C -2.00 2.41 0.38
C -3.20 3.07 0.51
C -4.39 2.36 0.63
C -4.36 0.98 0.62
O -5.45 0.17 0.73
C -6.72 0.79 0.87
N -1.04 -1.80 0.16
C -0.06 -2.81 0.46
C 0.37 -2.96 1.78
C 1.29 -3.94 2.12
C 1.79 -4.77 1.12
C 1.38 -4.63 -0.19
C 0.45 -3.65 -0.53
O 0.01 -3.62 -1.82
C 0.18 -2.41 -2.55
H -3.21 -7.38 -0.77
H -4.92 -7.08 -0.38
H -3.81 -7.69 0.88
H -5.67 -6.59 1.74
H -6.83 -5.22 3.42
H -6.04 -2.93 3.92
H -4.10 -2.00 2.74
H -2.08 -4.05 0.46
H -4.20 -1.42 0.60
H -1.08 2.99 0.30
H -3.23 4.16 0.53
H -5.33 2.89 0.73
H -7.44 -0.02 0.94
H -6.95 1.41 0.00
H -6.76 1.40 1.78
H -0.03 -2.30 2.54
H 1.62 -4.04 3.14
H 2.51 -5.54 1.38
H 1.75 -5.28 -0.97
H 0.28 -2.69 -3.60
H 1.08 -1.88 -2.23
H -0.70 -1.77 -2.44
C 6.77 7.82 1.40
O 5.58 7.30 0.84
C 5.69 6.28 -0.04
C 4.48 5.79 -0.54
C 4.47 4.74 -1.44
C 5.67 4.18 -1.85
C 6.88 4.70 -1.39
C 6.89 5.73 -0.46
N 5.79 3.14 -2.84
N 5.05 2.16 -2.85
C 4.09 1.91 -1.80
C 4.44 1.77 -0.49
C 3.49 1.37 0.48
C 2.19 1.11 0.12
O 1.23 0.77 1.01
C 1.83 1.22 -1.25
N 0.53 0.93 -1.58
C 0.13 1.08 -2.83
C 0.99 1.48 -3.85
C 2.31 1.73 -3.55
C 2.77 1.61 -2.22
H 6.47 8.59 2.10
H 7.40 8.27 0.63
H 7.34 7.04 1.93
H 3.56 6.26 -0.22
H 3.53 4.39 -1.83
H 7.80 4.29 -1.77
H 7.84 6.11 -0.10
H 5.45 1.98 -0.17
H 3.77 1.29 1.52
H -0.91 0.85 -3.03
H 0.62 1.58 -4.86
H 3.01 2.01 -4.33
*
```


# 2
This record from the OMol25 dataset describes the ion C5H9N4O4 with charge -1. The level of theory is the ωB97M-V functional and the def2-TZVPD basis.

For the HOMO energy, the calculation gives -3.69 eV. As for the structure (SMILES): CCO/C([O-])=C/NN/C=N/[N+](=O)[O-]. The total energy comes out at -19476.637 eV.

```
! RIJCOSX wB97M-V def2-TZVPD def2/J DEFGRID3
* xyz -1 1
C 2.04 2.52 1.23
C 0.44 2.49 1.18
O 0.01 1.41 1.84
C -0.55 0.24 1.07
O -1.33 0.33 0.12
C -0.12 -0.92 1.63
N -0.91 -2.03 1.39
N -0.25 -2.68 0.21
C -0.83 -3.51 -0.70
N 0.02 -4.28 -1.30
N -0.35 -5.15 -2.23
O -1.55 -5.26 -2.41
O 0.49 -5.79 -2.85
H 2.35 1.62 0.76
H 2.50 3.41 0.60
H 2.48 2.62 2.18
H -0.05 2.61 0.17
H 0.19 3.35 1.83
H 0.68 -1.07 2.30
H -1.78 -1.68 0.98
H 0.75 -2.51 0.28
H -1.91 -3.53 -0.65
*
```


# 3
This record from the OMol25 dataset describes a cluster of 2 separate species, CHN2O5 in total. The level of theory is the ωB97M-V functional and the def2-TZVPD basis.

For the HOMO energy, the calculation gives -4.12 eV. The total energy comes out at -14268.332 eV.

```
! RIJCOSX wB97M-V def2-TZVPD def2/J DEFGRID3
* xyz -1 1
C -1.99 0.72 0.34
N 0.27 -0.80 0.23
N 0.88 0.34 0.07
O -2.24 1.30 -0.61
O -2.02 -0.01 1.22
O 0.24 1.30 0.55
O 1.86 0.47 -0.65
O 1.17 -1.88 -0.28
H 1.83 -1.44 -0.87
*
```


# 4
This record from the OMol25 dataset describes a structure of composition C23H30Ge2NaO2S. The level of theory is the ωB97M-V functional and the def2-TZVPD basis.

For the HOMO energy, the calculation gives -3.87 eV. The total energy comes out at -156719.144 eV.

```
! RIJCOSX wB97M-V def2-TZVPD def2/J DEFGRID3
* xyz -1 1
Na 1.47 -0.42 -1.21
C 2.48 0.19 2.45
C 1.17 -0.51 2.74
Ge -0.44 0.46 2.17
C -2.08 -0.40 2.83
C -3.37 0.23 2.33
C -0.42 2.21 3.24
C -0.15 3.22 2.37
Ge -0.17 2.29 0.62
C -1.76 2.65 -0.50
C -2.13 4.11 -0.75
C 1.45 2.51 -0.52
C 1.89 3.96 -0.73
C 0.05 4.63 2.76
C -0.06 5.66 1.82
C 0.12 6.99 2.18
C 0.42 7.33 3.49
C 0.55 6.32 4.43
C 0.37 4.99 4.07
H 3.32 -0.29 2.96
H 2.46 1.24 2.76
H 2.72 0.15 1.38
H 1.05 -0.66 3.81
H 1.16 -1.49 2.25
H -2.01 -0.32 3.92
H -2.03 -1.45 2.57
H -3.41 1.29 2.58
H -4.25 -0.25 2.76
H -3.43 0.13 1.24
H -0.60 2.44 4.29
H -2.60 2.13 -0.03
H -1.60 2.13 -1.45
H -2.35 4.63 0.18
H -3.02 4.20 -1.38
H -1.33 4.66 -1.25
H 1.23 2.07 -1.50
H 2.28 1.95 -0.09
H 1.10 4.56 -1.20
H 2.78 4.03 -1.36
H 2.12 4.44 0.23
H -0.29 5.42 0.79
H 0.02 7.76 1.42
H 0.56 8.36 3.77
H 0.81 6.56 5.46
H 0.50 4.21 4.81
O 1.61 -2.48 -2.11
C 1.60 -2.68 -0.88
O 2.32 -2.07 -0.05
C 0.48 -3.53 -0.31
C 0.64 -4.89 -0.10
C -0.40 -5.66 0.42
C -1.60 -5.04 0.73
C -1.76 -3.68 0.52
C -0.74 -2.89 0.00
S -1.00 -1.15 -0.23
H 1.58 -5.35 -0.36
H -0.27 -6.72 0.59
H -2.42 -5.62 1.14
H -2.71 -3.20 0.75
*
```